This record from the Open Molecules 2025 dataset describes a gas-phase ion, C5H8ClN4 (charge +1) at a distorted geometry. The level of theory is ωB97M-V/def2-TZVPD.

Computed properties:
Kohn-Sham gap: 9.489 eV
M: 159.60 g mol⁻¹
SMILES string: Cn1ncc(Cl)c1C(N)=[NH2+]
charge: +1
energy relative to the best compared isomer or geometry (same formula, charge and spin): 21.8 kcal/mol

Each atom is followed by the atoms it is bonded to, with distances in Å.
Element x y z (Å)
1 C 1.433 0.401 1.700  N2 1.465, H11 1.175, H12 1.016, H13 1.016
2 N 0.864 0.874 0.436  C1 1.465, N3 1.290, C7 1.349
3 N 1.312 2.002 0.000  N2 1.290, C4 1.282
4 C 0.770 2.242 -1.137  N3 1.282, C5 1.402, H14 1.072
5 C -0.097 1.201 -1.499  C4 1.402, Cl6 1.705, C7 1.348
6 Cl -1.116 0.956 -2.844  C5 1.705
7 C -0.022 0.364 -0.445  N2 1.349, C5 1.348, C8 1.701
8 C -0.915 -1.060 -0.178  C7 1.701, N9 1.300, N10 1.308
9 N -1.271 -1.771 -1.206  C8 1.300, H15 1.081, H16 1.099
10 N -1.230 -1.449 1.030  C8 1.308, H17 1.079, H18 1.042
11 H 1.924 -0.664 1.620  C1 1.175
12 H 2.295 0.919 1.841  C1 1.016
13 H 0.781 0.314 2.474  C1 1.016
14 H 1.002 3.087 -1.755  C4 1.072
15 H -0.843 -1.582 -2.181  N9 1.081
16 H -1.947 -2.620 -1.035  N9 1.099
17 H -1.037 -0.986 1.986  N10 1.079
18 H -1.903 -2.228 1.193  N10 1.042

Partial atomic charges computed with the Löwdin method, in multiples of e: C 0.028; N -0.151; N 0.101; C -0.116; C -0.635; Cl 0.751; C -0.132; C -0.257; N 0.164; N 0.181; H 0.143; H 0.062; H 0.044; H 0.127; H 0.155; H 0.200; H 0.178; H 0.155